Formula: C27H54P2SiYb
Source: the OMol25 dataset
Level of theory: wB97M-V/def2-TZVPD

Geometry as XYZ:
```
85
Properties=species:S:1:pos:R:3:forces:R:3
Yb -0.6782 0.2821 -0.7791 2.631 -0.626 0.673
P 0.8879 -2.4010 0.0202 -0.541 0.284 -0.535
P 1.6149 2.0418 0.8285 -0.550 -0.127 -0.188
Si 1.0738 -0.7579 4.2429 -0.174 0.182 -0.334
C 0.2747 1.4463 -3.1524 1.573 0.105 -0.400
C -0.3130 1.7032 -4.5193 -0.547 0.663 -0.297
C -2.3641 1.7946 0.3044 -0.253 -0.652 0.229
C 0.5782 -2.4943 4.7719 0.054 -0.092 -0.092
C 2.9281 -0.5503 3.9964 0.203 0.117 0.058
C -2.4054 -1.3965 2.2131 -0.052 -1.003 0.668
C -2.1367 1.0483 1.4865 -0.139 -0.241 -0.761
C -3.3992 -1.6245 -0.7791 -0.411 -0.534 -0.381
C 1.0794 -1.2434 -4.8485 0.080 -0.138 0.099
C -2.1067 3.2408 0.1393 -0.229 0.827 -0.115
C 1.3695 2.8934 2.4355 -0.208 -0.206 0.073
C 2.4067 -2.6840 -0.9627 0.260 0.267 0.140
C -1.2856 -0.6784 -4.3098 -0.705 -0.569 -0.957
C -2.9133 -0.3995 -0.1099 -0.113 0.727 0.488
C 1.3176 0.5860 -2.9960 -0.117 1.316 -0.250
C -1.2020 0.5825 -5.1360 -0.283 0.127 0.232
C -0.2390 -3.6535 -0.7161 -0.218 0.094 -0.286
C 0.3657 0.5141 5.4370 -0.160 -0.068 0.009
C -1.9103 1.5991 2.8340 0.594 0.346 0.887
C -3.2466 1.2650 -2.0675 -0.405 0.322 -0.496
C 1.3115 -3.2684 1.5503 -0.150 0.507 0.396
C 1.9271 -0.1248 -4.1763 0.791 -0.539 -0.139
C -2.8851 0.9098 -0.6734 -1.055 -0.150 0.714
C 1.8423 3.5093 -0.2367 -0.083 0.055 -0.127
C -2.4270 -0.3084 1.2263 -0.222 0.658 -1.120
C -0.2458 -1.5048 -4.1807 -0.243 -1.110 -0.549
C 3.3567 1.5284 0.9921 -0.037 -0.258 -0.085
H 2.8665 -0.6050 -3.8491 -0.329 0.382 -0.047
H 2.2421 3.1940 -1.2096 0.052 0.185 0.221
H 2.1131 -2.7402 2.0727 -0.040 -0.158 -0.057
H 2.1761 -2.7165 -2.0349 0.059 -0.107 0.220
H 2.2189 0.5813 -4.9821 -0.215 -0.051 0.690
H 1.1807 -3.2694 4.2707 -0.205 0.301 0.352
H -3.0393 3.8072 0.2513 0.146 0.127 -0.100
H -1.8096 -1.1455 3.0931 0.028 0.080 -0.061
H -3.1178 -1.6724 -1.8412 -0.067 -0.035 0.104
H 3.4349 0.6321 1.6197 0.060 0.318 -0.131
H -3.0215 -2.5302 -0.3033 0.003 -0.001 0.022
H -0.8235 0.3804 -6.1497 -0.103 -0.228 0.326
H -1.4118 3.6273 0.8894 -0.037 -0.067 -0.058
H 0.9514 -0.9808 -5.9118 -0.240 -0.091 0.371
H 1.6046 -4.2849 1.3277 0.154 -0.318 -0.014
H 1.9323 0.5261 -2.0782 -0.697 0.119 -0.153
H 1.1978 2.1565 3.2360 0.159 0.325 -0.308
H 3.7348 1.2801 -0.0081 0.098 0.118 0.242
H 3.2947 -1.1258 3.1352 -0.051 0.084 0.239
H 0.8334 0.3725 6.4185 -0.072 0.110 -0.015
H -1.6940 3.5004 -0.8474 -0.105 -0.035 0.097
H 0.6939 -2.5860 5.8593 -0.027 -0.115 -0.141
H 0.4788 3.5382 2.3782 0.383 -0.146 0.055
H -0.3571 -2.5436 -3.8013 -0.203 0.936 0.087
H 0.5318 1.5511 5.1107 -0.047 -0.328 0.194
H -1.6689 2.6676 2.8275 -0.146 -0.151 -0.045
H 2.5287 4.1994 0.2718 -0.134 0.026 -0.371
H 2.2734 3.4886 2.6410 -0.391 -0.090 0.084
H -3.3168 0.3916 -2.7199 -0.105 0.056 0.097
H -4.4933 -1.6781 -0.7405 0.068 -0.093 -0.090
H 3.4658 -0.8997 4.8873 0.020 0.045 -0.109
H -0.9512 2.5997 -4.4504 0.367 -0.224 -0.004
H -2.5350 1.9565 -2.5355 0.040 0.061 -0.016
H -2.2189 0.9748 -5.2739 0.300 -0.098 0.063
H -3.4130 -1.6465 2.5779 0.150 0.049 -0.092
H -0.8250 -3.2092 -1.5437 0.280 -0.308 0.364
H -0.7212 0.3570 5.5484 0.407 0.090 0.014
H 1.6626 -2.1741 -4.8503 -0.161 0.265 0.028
H 0.4357 -3.2735 2.2032 0.101 -0.032 -0.075
H 0.4654 1.9507 -5.2711 -0.120 -0.114 0.694
H -2.3223 -0.9989 -4.0892 0.858 0.045 0.371
H -4.2163 1.7789 -2.0948 0.108 -0.084 -0.141
H -1.9809 -2.3287 1.8086 -0.122 0.164 0.046
H 2.8812 -3.6160 -0.6175 -0.053 0.268 -0.391
H 3.0898 -1.8377 -0.7930 -0.035 -0.346 -0.052
H 0.0191 2.2277 -2.4104 0.100 -0.682 0.099
H -1.0861 1.1043 3.3547 -0.009 -0.016 -0.078
H 0.8727 3.9938 -0.4188 0.288 0.003 0.136
H 0.3597 -4.4885 -1.1031 -0.298 0.024 0.127
H 3.2011 0.5050 3.8313 -0.133 -0.349 0.128
H -0.4783 -2.6683 4.5193 0.255 -0.016 0.157
H -2.7883 1.4636 3.4785 0.017 0.080 -0.182
H -0.9450 -4.0057 0.0518 0.227 0.049 -0.300
H 3.9180 2.3639 1.4301 0.122 -0.314 -0.154
```
Forces are in eV/Å.

Computed properties:
⟨S²⟩   0.75
Spin multiplicity   2
LUMO energy (spin up / spin down)   -2.37 / -2.69 eV
Net charge   +1
HOMO level (spin up / spin down)   -0.33377 / -0.35928 Ha
Largest force on an atom   2.79 eV/Å